(1)
Here is one molecule with the formula C8H6F5N5O in a non-equilibrium geometry from the Open Molecules 2025 dataset. Energies are from ωB97M-V/def2-TZVPD.

Properties
F_max, eV Å⁻¹: 12.27
SMILES: N#COc1nnc(CCCC(F)(F)C(F)(F)F)nn1
LUMO energy, Eh: -0.0663
HOMO level, eV: -10.8
Calculated total energy, hartree: -1156.42742

Geometry (Å):
N 4.2392 -2.5874 0.6627
C 4.3210 -1.4682 -0.0274
O 4.4974 -0.1135 -0.6490
C 3.1797 0.5649 -0.3805
N 2.1150 0.1249 -1.2340
N 0.9621 0.6788 -0.9704
C 0.9994 1.6099 0.1152
C -0.4950 2.2761 0.4894
C -1.3984 0.9699 1.0127
C -2.2713 0.3161 -0.2371
C -2.4369 -1.3128 -0.1601
F -3.5577 -1.7075 -1.0748
F -2.8091 -1.8212 1.2058
C -1.1263 -2.1726 -0.6380
F -0.5768 -1.7307 -1.9730
F -0.0788 -2.3097 0.4084
F -1.6259 -3.5769 -0.8887
N 2.0689 2.0817 0.9404
N 3.2235 1.5296 0.6792
H -0.9896 2.7919 -0.4669
H -0.3934 3.1109 1.3310
H -2.0463 1.2479 1.9490
H -0.6246 0.1179 1.3283
H -3.3594 0.7704 -0.1329
H -1.8166 0.6096 -1.2892

***

(2)
Here is one molecule with the formula C9H19N5O3 in a non-equilibrium geometry from the Open Molecules 2025 dataset. Energies are from ωB97M-V/def2-TZVPD.

Properties
F_max, eV Å⁻¹: 3.73
Relative energy (zero: lowest compared OMol25 entry of this formula, charge and spin), kcal/mol: 17.70
SMILES: [H]/N=C(\N)NCCC[C@H](N)C(=O)N[C@@H](C)C(=O)O
LUMO energy, Eh: 0.0181
HOMO level, eV: -9.6
Calculated total energy, hartree: -853.87717

Geometry (Å):
C 0.8551 2.0983 -0.0487
C -0.6594 1.8309 -0.3205
C 1.4714 1.5836 1.2326
C 1.8545 0.1027 1.3816
C 2.5545 -0.4686 0.1263
C 1.0764 -2.2603 -0.5612
C -2.6199 0.3396 -0.0526
C -3.0391 -0.8536 0.8099
C -2.9773 0.0662 -1.5333
H 0.4320 3.9281 0.6578
H 0.6133 3.8405 -0.9374
H 1.3732 1.6307 -0.9293
H 0.8620 1.8792 2.1213
H 2.3526 2.2212 1.3895
H 2.5438 0.0689 2.2412
H 0.9944 -0.5835 1.5919
H 3.1221 0.3280 -0.3918
H 3.2965 -1.2366 0.4062
H 0.8811 -0.4974 -1.1227
H -0.4871 -3.4567 -0.4034
H 2.8404 -3.1173 -0.7926
H 1.5731 -4.2089 -0.4120
H -0.6942 0.1042 0.8938
H -3.1589 1.2297 0.2809
H -4.0538 -0.1964 -1.6149
H -2.7292 0.9251 -2.1834
H -2.5026 -0.8602 -1.9336
H -1.4327 -1.6974 0.3751
N 1.0437 3.5710 -0.0569
N 1.6301 -1.0828 -0.7951
N -0.1976 -2.4624 -0.5777
N 1.9513 -3.2800 -0.3390
N -1.1525 0.5953 0.1224
O -1.3474 2.6741 -0.8773
O -4.1572 -0.9664 1.2334
O -2.1130 -1.7888 1.0195

***

(3)
Here is one molecule with the formula C5H10O2 from the Open Molecules 2025 dataset. Energies are from ωB97M-V/def2-TZVPD.

Properties
F_max, eV Å⁻¹: 0.56
Relative energy (zero: lowest compared OMol25 entry of this formula, charge and spin), kcal/mol: 92.66
LUMO energy, Eh: 0.0299
HOMO level, eV: -8.6
Calculated total energy, hartree: -346.87777

Geometry (Å):
C 2.5052 1.0676 0.1039
O 1.1964 0.7872 0.6159
C 1.0163 -0.4244 1.0865
C -0.4601 -0.5628 1.3790
C -1.0889 -1.0137 0.0399
C -1.5386 0.1691 -0.8135
O -1.9385 -0.2207 -2.1126
H 2.4362 1.1143 -0.9869
H 3.1865 0.2717 0.4122
H 2.8158 2.0391 0.4944
H -0.3443 -1.5994 -0.5223
H -0.6046 -1.3326 2.1421
H -0.9259 0.3724 1.7228
H -1.9369 -1.6833 0.2120
H -2.4173 0.6387 -0.3590
H -0.7462 0.9314 -0.8470
H -1.1552 -0.5547 -2.5673

***

(4)
Here is a 2-piece molecular cluster, C2H2O3S overall in a non-equilibrium geometry from the Open Molecules 2025 dataset. Energies are from ωB97M-V/def2-TZVPD.

Properties
F_max, eV Å⁻¹: 4.13
Relative energy (zero: lowest compared OMol25 entry of this formula, charge and spin), kcal/mol: 100.62
LUMO energy, Eh: -0.0642
HOMO level, eV: -9.3
Calculated total energy, hartree: -701.18006

Geometry (Å):
C 1.0454 0.1536 -1.2627
C 0.7985 0.1458 -0.1033
O -3.3012 -0.7009 -0.1004
O -0.8958 -1.0339 0.3838
O 0.9544 0.2542 1.1988
S -2.2469 -0.7272 0.8864
H 1.0757 0.1365 -2.3351
H 0.6746 -0.5251 1.5708

***

(5)
Here is C21H49AsF6N8O10Y as an isolated structure in a non-equilibrium geometry from the Open Molecules 2025 dataset. Energies are from ωB97M-V/def2-TZVPD.

Properties
F_max, eV Å⁻¹: 4.86
LUMO energy, Eh: -0.0670
HOMO level, eV: -11.3
Charge: +1
Calculated total energy, hartree: -4893.48209

Geometry (Å):
Y 0.1926 -0.0131 -0.2864
As -3.1660 -2.0722 -1.4421
F -3.4532 -2.4426 0.3144
F -4.5919 -3.0744 -1.8295
F -2.7969 -1.5747 -3.1301
F -1.7680 -1.0339 -0.8693
F -2.0928 -3.5188 -1.5145
F -4.2364 -0.6295 -1.3371
N 3.0686 1.7087 -1.2749
O 2.2574 0.7980 -1.1484
O 3.7996 1.9994 -0.3874
O 3.0881 2.3530 -2.3112
C 0.5789 -3.0343 -3.3916
C 0.6906 -1.5116 -3.4383
O 0.2695 -0.7928 -2.5220
N 1.1561 -1.0246 -4.6019
C 1.6412 0.3260 -4.8194
H -0.0976 -3.4757 -2.6597
H 1.5563 -3.4662 -3.1767
H 0.2618 -3.3758 -4.3769
H 1.2973 -1.6899 -5.3486
H 0.8879 1.0865 -5.0246
H 2.4238 0.2205 -5.5707
H 2.1177 0.6578 -3.8969
C 1.5841 2.4953 3.2348
C 1.2098 2.6673 1.7896
O 0.8561 1.7449 1.0672
N 1.0329 3.9152 1.4177
C 0.6990 4.4058 0.0835
H 0.8970 1.8539 3.7867
H 1.6832 3.4246 3.7958
H 2.5740 2.0402 3.2002
H 1.5696 4.5793 1.9571
H -0.2912 3.9954 -0.1141
H 1.4117 4.0587 -0.6647
H 0.6723 5.4954 0.0731
C -0.7767 -0.8183 4.3600
C -1.1189 -1.1949 2.9091
O -0.4069 -0.7165 2.0244
N -2.1944 -1.9241 2.6371
C -2.8742 -2.8873 3.4993
H -0.6023 0.2573 4.3328
H 0.0979 -1.3633 4.7152
H -1.6479 -0.9806 4.9947
H -2.3145 -1.8716 1.6357
H -3.3961 -2.4700 4.3604
H -2.1089 -3.5834 3.8425
H -3.7335 -3.3219 2.9887
C -0.1837 -4.4329 1.0347
C 0.7988 -3.4641 0.3791
O 0.5041 -2.3610 -0.0388
N 2.0026 -3.8484 0.1510
C 2.6122 -5.1332 0.4750
H -1.1954 -4.0662 0.8615
H 0.2156 -4.4382 2.0490
H -0.1395 -5.4726 0.7104
H 2.6082 -3.3504 -0.4856
H 3.1856 -5.0893 1.4010
H 3.3739 -5.3412 -0.2763
H 1.9742 -6.0017 0.6386
C -2.6272 3.1659 1.4598
C -2.7901 1.9126 0.6002
O -1.8686 1.1067 0.5127
N -3.8944 1.6690 -0.0899
C -5.1484 2.4562 -0.0692
H -3.3650 3.0653 2.2558
H -2.8774 4.0833 0.9270
H -1.6054 3.2212 1.8351
H -3.8346 0.8218 -0.6366
H -5.0673 3.2478 0.6756
H -5.8597 1.6756 0.2005
H -5.5386 2.7717 -1.0368
C 3.0298 -1.9559 2.8771
C 3.0462 -0.7985 1.8391
O 2.0934 -0.6251 1.0418
N 4.0454 0.0839 1.7964
C 5.1019 0.3269 2.7113
H 3.5555 -1.6995 3.7969
H 3.6342 -2.8027 2.5519
H 2.0209 -2.2323 3.1835
H 4.0345 0.8236 1.1088
H 5.8466 1.0039 2.2929
H 5.6525 -0.5692 2.9977
H 4.7883 0.7762 3.6536
C -2.5309 2.3224 -2.9837
C -1.0626 2.2386 -2.6033
O -0.6805 1.5390 -1.6571
N -0.1210 2.9469 -3.2495
C -0.4112 3.8862 -4.3383
H -2.4682 2.2031 -4.0653
H -2.9688 3.2755 -2.6871
H -3.1712 1.4828 -2.7130
H 0.8547 2.9122 -2.9908
H -0.3708 3.4350 -5.3297
H 0.3061 4.7029 -4.4197
H -1.4117 4.3050 -4.2300

***

(6)
Here is C20H41FeO11S5 as an isolated structure in a non-equilibrium geometry from the Open Molecules 2025 dataset. Energies are from ωB97M-V/def2-TZVPD.

Properties
F_max, eV Å⁻¹: 4.23
LUMO energy (alpha / beta), Eh: -0.0836 / -0.0962
HOMO level (alpha / beta), eV: -11.9 / -11.4
2S+1: 5
Charge: +1
Calculated total energy, hartree: -4868.63625

Geometry (Å):
Fe -1.3073 0.8240 0.3446
O 0.5467 0.2867 0.1015
H 1.3036 -0.2226 0.4512
C 0.4147 -1.4119 4.6758
C -0.5889 -2.5497 5.0054
C -1.6731 -2.3429 3.9081
S -0.8330 -1.7936 2.4146
O -1.4497 -0.5749 1.9300
O -0.5444 -2.9506 1.5521
C 0.7487 -1.4397 3.1858
H 1.3138 -1.5719 5.2709
H -0.0316 -0.5048 5.0834
H -1.0634 -2.2859 5.9506
H -0.1386 -3.5244 4.8170
H -2.4687 -1.6491 4.1801
H -2.0516 -3.3338 3.6574
H 1.0020 -0.5030 2.6895
H 1.3466 -2.2647 2.7983
C -3.5122 -3.5879 -0.3636
C -2.2807 -4.3197 -1.0111
C -1.4287 -3.2177 -1.7515
S -2.5238 -1.6937 -1.9619
O -2.6484 -1.5127 -3.4178
O -1.9285 -0.7259 -1.0636
C -4.0731 -2.4945 -1.2057
H -3.1976 -3.2096 0.6090
H -4.2818 -4.3043 -0.0761
H -2.6408 -5.0015 -1.7815
H -1.7650 -4.9892 -0.3227
H -1.2094 -3.4769 -2.7872
H -0.5340 -2.8860 -1.2245
H -4.6298 -2.9358 -2.0325
H -4.6959 -1.8540 -0.5814
C 4.1193 -1.0844 0.0132
C 4.0103 -0.0536 -1.0938
C 3.0141 -0.5999 -2.1376
S 3.1938 -2.4436 -2.1448
O 4.1784 -2.7381 -3.1814
O 1.8683 -3.1294 -2.0991
C 4.0974 -2.5351 -0.5443
H 3.3574 -1.0348 0.7912
H 5.0423 -0.9734 0.5823
H 4.9774 -0.0151 -1.5951
H 3.7211 0.9165 -0.6896
H 3.1188 -0.2077 -3.1492
H 2.0503 -0.3506 -1.6936
H 5.0835 -2.9808 -0.6754
H 3.6042 -3.2422 0.1227
C 2.9382 3.7893 1.3410
C 2.8056 3.8548 2.8743
C 1.5235 3.0506 3.3545
S 0.3010 3.4755 2.0733
O -0.4330 4.7366 2.4186
O -0.4737 2.2953 1.7290
C 1.5429 3.7750 0.6640
H 3.5686 2.9148 1.1793
H 3.5265 4.5985 0.9083
H 2.5349 4.8790 3.1311
H 3.7115 3.6426 3.4422
H 1.0764 3.4550 4.2626
H 1.6405 1.9731 3.4700
H 1.2354 4.6259 0.0561
H 1.4156 2.8823 0.0517
C -3.0065 1.8347 -4.3137
C -3.3262 3.3470 -4.1315
C -2.8568 3.7788 -2.7528
S -1.1916 2.8944 -2.4617
O -1.2681 2.2130 -1.1636
O -0.0411 3.6887 -2.8012
C -1.4607 1.6957 -3.8810
H -3.1041 1.6033 -5.3744
H -3.6187 1.0914 -3.8028
H -4.4065 3.4478 -4.2359
H -2.9276 3.9713 -4.9312
H -3.5920 3.4297 -2.0278
H -2.7934 4.8403 -2.5137
H -1.1705 0.7413 -3.4416
H -0.7628 1.9687 -4.6726

***

> Which of these has the highest F_max?

C8H6F5N5O